Record 1
Density functional theory data (the ωB97M-V functional and the def2-TZVPD basis) for C21H19CdN4O3S4 as an isolated structure at a distorted geometry.

E_HOMO = -4.4 eV
HOMO-LUMO gap = 0.2362 hartree
ΔE to the lowest compared entry with this formula, charge and spin = 0.484 eV
LUMO level = 0.076 Ha
total energy = -82096.3890 eV

```
! wB97M-V def2-TZVPD RIJCOSX def2/J DEFGRID3
* xyz -1 1
Cd 0.761 1.025 -1.724
O -0.015 5.514 -0.096
C -0.596 5.152 1.021
C -1.047 6.207 1.864
C -1.756 5.895 3.036
C -2.009 4.525 3.352
C -1.454 3.568 2.615
C -0.736 3.847 1.463
C -0.083 2.782 0.613
O 0.261 3.038 -0.564
N 0.200 1.705 1.347
N 0.802 0.730 0.594
C 1.418 -0.134 1.214
C 2.108 -1.191 0.415
C 2.920 -2.073 1.108
C 3.684 -2.920 0.323
C 3.593 -2.908 -1.042
C 2.666 -2.015 -1.621
N 1.930 -1.131 -0.942
H 0.178 4.629 -0.569
H -0.887 7.210 1.458
H -2.201 6.711 3.635
H -2.652 4.269 4.208
H -1.559 2.551 2.900
H 1.554 -0.142 2.266
H 2.881 -2.033 2.179
H 4.535 -3.558 0.690
H 4.295 -3.528 -1.665
H 2.400 -1.971 -2.695
O 0.785 -3.274 -6.827
C 0.624 -2.351 -6.032
S 1.943 -1.212 -5.709
C 1.109 -0.252 -4.499
C -0.175 -0.564 -4.233
S -1.301 0.028 -3.054
S -0.760 -2.040 -4.947
S 2.126 1.039 -3.681
C -2.202 -3.790 1.278
C -1.651 -2.369 1.029
C -2.740 -1.360 0.940
C -0.783 -2.369 -0.200
C -0.732 -2.170 2.206
N -0.001 -2.136 3.106
H -2.843 -4.165 0.455
H -2.869 -3.828 2.121
H -1.407 -4.431 1.496
H -3.276 -1.488 0.069
H -2.238 -0.398 0.741
H -3.296 -1.457 1.861
H -1.164 -2.868 -1.080
H 0.178 -2.873 0.075
H -0.517 -1.424 -0.498
*
```

---

Record 2
Density functional theory data (the ωB97M-V functional and the def2-TZVPD basis) for one molecule with the formula C4H5NO2S at a distorted geometry.

E_HOMO (alpha / beta) = -7.5 / -7.5 eV
HOMO-LUMO gap (alpha / beta) = 0.2714 / 0.2713 hartree
ΔE to the lowest compared entry with this formula, charge and spin = 5.798 eV
LUMO level (alpha / beta) = -0.003 / -0.003 Ha
total energy = -20644.3818 eV

```
! wB97M-V def2-TZVPD RIJCOSX def2/J DEFGRID3
* xyz 0 1
C 0.050 1.239 -0.385
C -0.660 0.095 -0.038
C -0.088 -1.030 0.516
C -2.148 0.018 -0.245
N 1.997 -0.179 0.096
O 0.036 -2.156 0.856
O 3.266 -0.500 0.647
S 1.705 1.345 -0.275
H -0.460 2.067 -0.656
H -2.606 0.536 0.697
H -2.443 -0.976 -0.446
H -2.505 0.732 -1.026
H 3.856 -1.192 0.258
*
```

---

Record 3
Density functional theory data (the ωB97M-V functional and the def2-TZVPD basis) for one molecule with the formula C4H7NO.

E_HOMO = -9.9 eV
SMILES string = C[C@@]1(C=O)CN1
HOMO-LUMO gap = 0.3980 hartree
ΔE to the lowest compared entry with this formula, charge and spin = 1.979 eV
LUMO level = 0.034 Ha
total energy = -7797.6650 eV

```
! wB97M-V def2-TZVPD RIJCOSX def2/J DEFGRID3
* xyz 0 1
C -1.178 0.937 0.206
C 0.036 0.094 -0.124
C 1.390 0.656 0.111
O 2.374 0.372 -0.533
C -0.028 -1.362 0.187
N -0.175 -0.886 -1.178
H -1.555 1.374 -0.722
H -1.987 0.332 0.636
H -0.938 1.728 0.924
H 1.440 1.310 1.008
H 0.860 -1.936 0.446
H -0.941 -1.588 0.724
H 0.702 -1.030 -1.682
*
```